Below is a molecular structure, C43H36NNdO2P2S2 in a non-equilibrium geometry, with properties calculated with ωB97M-V/def2-TZVPD.

Each line ends with the Löwdin spin population.
Positions of all 87 atoms, in Å:
C (3.092, 0.928, -2.479)  0.00
C (2.384, 2.012, -1.919)  0.00
C (3.038, 3.155, -1.416)  0.00
C (4.391, 3.316, -1.692)  0.00
C (5.079, 2.292, -2.366)  0.00
C (4.449, 1.082, -2.746)  0.00
P (0.626, 1.883, -1.688)  -0.01
C (-0.075, 3.426, -1.047)  0.00
C (-0.453, 3.547, 0.302)  0.00
C (-0.958, 4.771, 0.735)  0.00
C (-1.031, 5.848, -0.175)  0.00
C (-0.650, 5.708, -1.521)  0.00
C (-0.190, 4.485, -1.970)  0.00
Nd (-0.728, -0.074, -0.263)  3.06
P (-0.348, -1.939, 1.739)  -0.01
C (0.860, -1.744, 3.035)  0.00
C (1.848, -2.740, 3.182)  0.00
C (2.725, -2.660, 4.258)  0.00
C (2.679, -1.540, 5.102)  0.00
C (1.782, -0.471, 4.869)  0.00
C (0.893, -0.556, 3.801)  0.00
C (-2.040, -1.842, 2.437)  0.00
C (-3.146, -1.930, 1.569)  0.00
C (-4.427, -1.838, 2.095)  0.00
C (-4.593, -1.609, 3.470)  0.00
C (-3.487, -1.394, 4.310)  0.00
C (-2.209, -1.463, 3.786)  0.00
C (-0.263, -3.530, 0.888)  0.00
C (-0.082, -3.640, -0.497)  0.00
C (0.086, -4.919, -1.031)  0.00
C (0.041, -6.037, -0.155)  0.00
C (-0.167, -5.902, 1.227)  0.00
C (-0.327, -4.638, 1.764)  0.00
C (-0.158, 1.491, -3.297)  0.00
C (0.614, 1.703, -4.460)  0.00
C (0.046, 1.471, -5.702)  0.00
C (-1.274, 0.993, -5.773)  0.00
C (-2.022, 0.714, -4.612)  0.00
C (-1.453, 0.937, -3.358)  0.00
H (-3.011, -2.033, 0.482)  0.00
H (-5.290, -1.975, 1.429)  0.00
H (-5.598, -1.611, 3.894)  0.00
H (-3.609, -1.218, 5.386)  0.00
H (-1.334, -1.273, 4.403)  0.00
H (1.870, -3.582, 2.499)  0.00
H (3.419, -3.494, 4.437)  0.00
H (3.356, -1.489, 5.958)  0.00
H (1.755, 0.397, 5.546)  0.00
H (0.192, 0.262, 3.588)  0.00
H (-0.017, -2.740, -1.144)  0.00
H (0.264, -5.064, -2.110)  0.00
H (0.172, -7.038, -0.576)  0.00
H (-0.189, -6.771, 1.908)  0.00
H (-0.458, -4.463, 2.827)  0.00
H (1.635, 2.063, -4.354)  0.00
H (0.636, 1.684, -6.603)  0.00
H (-1.732, 0.835, -6.750)  0.00
H (-3.053, 0.337, -4.674)  0.00
H (-2.045, 0.698, -2.452)  0.00
H (-0.364, 2.707, 1.010)  0.00
H (-1.282, 4.887, 1.778)  0.00
H (-1.386, 6.816, 0.184)  0.00
H (-0.697, 6.553, -2.223)  0.00
H (0.116, 4.313, -3.005)  0.00
H (2.456, 3.906, -0.890)  0.00
H (4.887, 4.255, -1.400)  0.00
H (6.137, 2.433, -2.604)  0.00
H (5.013, 0.292, -3.267)  0.00
H (2.559, -0.006, -2.689)  0.00
H (1.492, -0.207, 0.177)  0.00
H (1.421, -0.661, -0.449)  0.00
O (-5.667, -1.963, -1.355)  0.00
S (-5.078, -0.747, -1.869)  0.00
O (-4.940, -0.563, -3.323)  0.00
N (-3.565, -0.340, -1.043)  0.00
C (-3.816, 0.708, -0.245)  0.00
S (-2.879, 1.324, 1.008)  -0.02
C (-5.096, 1.317, -0.348)  0.00
C (-5.500, 2.436, 0.394)  0.00
C (-6.799, 2.923, 0.256)  0.00
C (-7.667, 2.245, -0.618)  0.00
C (-7.280, 1.096, -1.349)  0.00
C (-5.967, 0.636, -1.192)  0.00
H (-4.794, 2.914, 1.056)  0.00
H (-7.124, 3.803, 0.806)  0.00
H (-8.666, 2.623, -0.727)  0.00
H (-7.957, 0.577, -2.020)  0.00

Output
- highest occupied orbital energy (spin up / spin down) (hartree) = -0.4989 / -0.4984
- LUMO level (spin up / spin down) (eV) = -6.9 / -6.6
- charge = +2
- expectation value of S² = 3.76
- spin multiplicity = 4
- HOMO-LUMO gap (spin up / spin down) (eV) = 6.69 / 6.97